40
Properties=species:S:1:pos:R:3 method="wB97M-V/def2-TZVPD" relative_energy_kcal_mol=4.42 max_force_ev_per_a=1.2 mol_weight_g_mol=457.98 spin_multiplicity=3 s_squared=2.01 gap_ha="0.3426 / 0.2566" charge=+1
Pd -0.25 0.72 -0.21
C 2.49 2.24 -0.83
C 1.82 3.32 -0.01
S 0.01 3.20 -0.04
C -0.49 3.27 1.70
C 0.22 2.34 2.66
S 0.00 0.58 2.26
C 1.70 -0.04 2.39
C 2.71 0.55 1.42
S 2.18 0.52 -0.32
H 3.57 2.39 -0.84
H 2.15 2.26 -1.87
H 2.08 4.28 -0.46
H 2.17 3.35 1.02
H -1.56 3.03 1.64
H -0.40 4.30 2.05
H -0.19 2.50 3.66
H 1.29 2.54 2.72
H 1.59 -1.12 2.24
H 2.03 0.12 3.41
H 3.63 -0.04 1.47
H 2.97 1.57 1.67
C -1.25 -5.25 -1.25
C -1.38 -3.75 -1.31
C -1.13 -3.06 -2.50
C -1.32 -1.70 -2.59
C -1.76 -1.00 -1.46
C -2.00 -1.66 -0.26
C -1.79 -3.04 -0.19
S -2.25 0.69 -1.72
O -3.39 0.77 -2.57
O -0.99 1.29 -2.26
O -2.43 1.20 -0.33
H -0.47 -5.61 -1.93
H -2.19 -5.71 -1.56
H -1.03 -5.60 -0.24
H -0.81 -3.62 -3.37
H -1.13 -1.17 -3.52
H -2.40 -1.12 0.58
H -1.98 -3.56 0.74